20
Properties=species:S:1:pos:R:3 method="wB97M-V/def2-TZVPD" e_lumo_ha=-0.103 relative_energy_kj_mol=164.56 smiles="C=C(CCN)[NH2+]C" largest_force_ha_per_bohr=0.0350 homo_ev=-13.9 charge=+1
C -0.5933 1.9276 -1.0506
C -0.1349 0.8063 -0.5736
C 1.0587 0.6448 0.3552
C 0.6276 0.3607 1.7973
N -0.1104 -0.9204 1.9113
N -0.8797 -0.4326 -0.8469
C -0.2224 -1.4310 -1.7412
H -1.3672 2.0031 -1.7814
H -0.2237 2.9007 -0.7640
H 1.5724 -0.2268 -0.0279
H 1.6428 1.5396 0.1800
H 1.5089 0.2997 2.4351
H 0.1249 1.2146 2.2478
H -0.6566 -0.9788 2.7576
H 0.5788 -1.6581 1.9336
H -1.7771 -0.1459 -1.1983
H -0.9759 -0.8819 0.1001
H 0.6432 -1.8028 -1.2158
H -0.8896 -2.2767 -1.8495
H 0.0734 -0.9424 -2.6687